1.
DFT (the ωB97M-V functional and the def2-TZVPD basis) results for C21H26Cl5N2O3SiTi as an isolated structure.

Calculated values
E_tot   -124933.077 eV
Energy relative to the best compared isomer or geometry (same formula, charge and spin)   0.000 eV
Frontier orbital gap (spin up / spin down)   0.1967 / 0.2657 Ha
Maximum force   0.61 eV/A

ORCA input file:
```
! wB97M-V def2-TZVPD RIJCOSX def2/J DEFGRID3
* xyz -1 3
Ti 0.736 -0.443 0.117
Cl 0.174 -4.156 0.834
C 1.605 -3.419 1.526
C 1.846 -2.066 1.292
C 3.012 -1.600 1.901
Cl 3.385 0.096 1.663
C 3.882 -2.368 2.664
Cl 5.307 -1.687 3.370
C 3.586 -3.713 2.862
Cl 4.632 -4.710 3.814
C 2.432 -4.244 2.288
Cl 2.058 -5.915 2.541
C 0.557 0.242 3.824
C 0.003 1.294 2.904
C -0.411 2.523 3.387
C -0.882 3.468 2.469
C -0.958 3.167 1.134
C -0.553 1.880 0.680
N -0.059 0.989 1.603
N -0.583 1.400 -0.562
Si -0.907 2.286 -1.980
C -2.647 3.023 -2.037
C 0.338 3.665 -2.269
C -0.821 1.125 -3.452
H 0.029 0.248 4.780
H 1.615 0.426 4.020
H 0.473 -0.742 3.366
H -0.357 2.742 4.445
H -1.195 4.447 2.815
H -1.318 3.896 0.423
H -2.815 3.791 -1.280
H -3.389 2.234 -1.879
H -2.842 3.471 -3.017
H 0.424 4.313 -1.393
H 0.075 4.285 -3.131
H 1.321 3.221 -2.441
H -1.722 0.509 -3.533
H 0.036 0.453 -3.375
H -0.727 1.696 -4.381
C -3.000 -2.543 -1.245
C -3.422 -2.090 0.164
C -2.425 -0.984 0.465
O -1.211 -1.476 -0.099
C -1.523 -2.121 -1.348
H -3.592 -2.036 -2.008
H -3.126 -3.616 -1.382
H -3.289 -2.900 0.882
H -4.456 -1.748 0.210
H -2.249 -0.806 1.523
H -2.696 -0.040 -0.019
H -0.830 -2.950 -1.462
H -1.357 -1.417 -2.166
C 2.884 -0.086 -3.358
C 2.109 -0.233 -2.068
O 1.389 -1.256 -1.900
O 2.198 0.662 -1.187
H 3.842 -0.597 -3.246
H 3.073 0.965 -3.570
H 2.341 -0.555 -4.177
*
```

2.
DFT (the ωB97M-V functional and the def2-TZVPD basis) results for C12H14AsBN3O9S4Tc as an isolated structure at a distorted geometry.

Calculated values
E_tot   -142598.774 eV
Energy relative to the best compared isomer or geometry (same formula, charge and spin)   2.215 eV
Frontier orbital gap   0.2230 Ha
Maximum force   1.09 eV/A

ORCA input file:
```
! wB97M-V def2-TZVPD RIJCOSX def2/J DEFGRID3
* xyz 2 1
Tc -0.101 -2.272 1.234
S -4.957 -3.198 3.316
As -3.043 -2.783 3.633
S 0.361 -1.992 3.166
S -2.082 -3.049 1.489
S -1.658 -2.386 5.061
O 3.083 -1.402 -5.645
N 3.756 -1.077 -4.696
O 4.915 -0.741 -4.704
C 3.145 -1.278 -3.360
C 1.857 -1.737 -3.287
C 1.305 -1.926 -2.029
C 2.020 -1.669 -0.856
O 1.524 -1.910 0.357
C 3.314 -1.167 -0.997
C 3.894 -0.987 -2.229
N 4.112 -0.781 0.197
O 3.504 -0.404 1.176
O 5.308 -0.849 0.078
N -0.063 -2.408 -1.973
O -0.646 -2.663 -2.971
O -0.637 -2.558 -0.848
H 1.297 -1.946 -4.189
H 4.908 -0.618 -2.315
C -2.789 1.317 -0.488
C -1.502 1.671 0.225
C -0.782 2.817 -0.440
O -0.626 0.444 0.108
B -0.877 -0.200 1.249
O -1.569 0.374 2.238
C -1.662 1.811 1.780
C -0.506 2.530 2.445
C -2.995 2.352 2.232
H -2.571 1.069 -1.526
H -3.473 2.165 -0.480
H -3.292 0.466 -0.023
H -0.713 2.636 -1.512
H 0.220 2.956 -0.040
H -1.347 3.739 -0.293
H 0.459 2.118 2.141
H -0.600 2.438 3.527
H -0.521 3.590 2.194
H -3.826 1.743 1.882
H -3.126 3.368 1.855
H -3.021 2.396 3.320
*
```

3.
DFT (the ωB97M-V functional and the def2-TZVPD basis) results for an isolated ion of composition C6H10NO and charge +1 at a distorted geometry.

Calculated values
E_tot   -9910.352 eV
SMILES string   C[N@@H+]1C=CC=COC1
Energy relative to the best compared isomer or geometry (same formula, charge and spin)   4.041 eV
Frontier orbital gap   0.3609 Ha
Maximum force   3.88 eV/A

ORCA input file:
```
! wB97M-V def2-TZVPD RIJCOSX def2/J DEFGRID3
* xyz 1 1
C 1.684 -0.012 1.532
N 0.854 -0.384 0.407
C 0.453 0.788 -0.307
C 0.106 0.576 -1.611
C -1.294 0.826 -1.858
C -1.936 0.212 -0.882
O -1.465 -0.893 -0.122
C -0.449 -0.939 0.792
H 2.448 0.627 1.190
H 1.152 0.479 2.304
H 2.107 -0.934 1.919
H 1.352 -0.976 -0.337
H -0.017 1.427 0.365
H 0.625 -0.029 -2.388
H -1.765 1.536 -2.594
H -3.006 0.082 -0.889
H -0.208 -1.951 0.733
H -0.639 -0.436 1.746
*
```

4.
DFT (the ωB97M-V functional and the def2-TZVPD basis) results for one molecule with the formula C6H10 at a distorted geometry.

Calculated values
E_tot   -6380.393 eV
SMILES string   C1=CCCCC1
Energy relative to the best compared isomer or geometry (same formula, charge and spin)   3.467 eV
Frontier orbital gap   0.3890 Ha
Maximum force   3.54 eV/A

ORCA input file:
```
! wB97M-V def2-TZVPD RIJCOSX def2/J DEFGRID3
* xyz 0 1
C 0.185 1.526 -0.218
C 1.328 0.859 -0.460
C 1.319 -0.669 -0.423
C -0.127 -1.072 -0.354
C -0.801 -0.680 0.972
C -1.364 0.600 0.323
H 0.120 2.627 -0.232
H 2.325 1.272 -0.680
H 1.932 -0.951 0.445
H 1.791 -1.078 -1.325
H -0.601 -0.170 -0.912
H -0.453 -1.981 -0.857
H -0.113 -0.434 1.786
H -1.521 -1.419 1.367
H -1.803 1.416 0.853
H -2.216 0.155 -0.287
*
```

5.
DFT (the ωB97M-V functional and the def2-TZVPD basis) results for C31H56N3O2P2Pt as an isolated structure at a distorted geometry.

Calculated values
E_tot   -63415.400 eV
Energy relative to the best compared isomer or geometry (same formula, charge and spin)   0.376 eV
Frontier orbital gap (spin up / spin down)   0.2341 / 0.1674 Ha
Maximum force   7.13 eV/A

ORCA input file:
```
! wB97M-V def2-TZVPD RIJCOSX def2/J DEFGRID3
* xyz 3 5
C -1.079 -2.403 -2.011
C 1.184 -1.744 -2.034
C -0.777 -3.526 -2.771
C 1.523 -2.940 -2.684
C 0.543 -3.832 -3.047
H -1.610 -4.108 -3.143
H 2.578 -3.091 -2.941
H 0.781 -4.738 -3.600
N -0.096 -1.607 -1.565
P -2.602 -0.819 -0.300
P 2.377 0.525 -0.691
C -2.510 -2.017 -1.721
H -2.981 -1.578 -2.618
H -3.068 -2.941 -1.530
C -0.483 1.193 1.103
O -0.487 1.904 2.020
C 2.103 -0.647 -2.015
H 3.044 -0.915 -2.515
C 3.603 1.651 -1.750
C 3.221 0.113 1.070
C -3.864 0.497 -0.829
C -3.171 -2.003 1.053
C 2.926 3.012 -1.659
H 2.766 3.355 -0.635
H 3.520 3.768 -2.182
H 1.939 2.963 -2.122
C 5.032 1.646 -1.248
H 5.153 1.998 -0.224
H 5.465 0.645 -1.347
H 5.633 2.304 -1.894
C 3.708 1.249 -3.221
H 4.098 2.084 -3.823
H 4.367 0.389 -3.386
H 2.730 0.972 -3.627
C 3.411 1.454 1.802
H 2.447 1.927 2.035
H 3.919 1.260 2.758
H 4.017 2.185 1.256
C 2.285 -0.768 1.892
H 1.315 -0.304 2.081
H 2.121 -1.744 1.414
H 2.752 -0.954 2.873
C 4.516 -0.680 0.903
H 5.304 -0.139 0.373
H 4.896 -0.915 1.913
H 4.319 -1.629 0.384
C -3.439 -1.173 2.314
H -3.862 -1.834 3.081
H -2.509 -0.758 2.713
H -4.154 -0.358 2.150
C -2.038 -3.011 1.319
H -1.727 -3.541 0.410
H -1.171 -2.523 1.779
H -2.409 -3.762 2.031
C -4.434 -2.806 0.693
H -4.641 -3.479 1.538
H -5.318 -2.180 0.555
H -4.302 -3.433 -0.194
C -3.699 0.814 -2.329
H -4.076 0.007 -2.970
H -4.283 1.719 -2.573
H -2.648 1.014 -2.583
C -3.563 1.790 -0.049
H -2.591 2.210 -0.334
H -4.335 2.538 -0.285
H -3.558 1.637 1.036
C -5.309 0.059 -0.571
H -5.553 -0.874 -1.096
H -5.532 -0.047 0.498
H -5.981 0.838 -0.966
Pt -0.482 0.086 -0.357
N 0.059 1.016 -2.141
C 0.739 1.001 -3.143
C 0.474 1.827 -4.474
C 1.525 1.634 -5.558
C -0.855 1.330 -5.004
C 0.415 3.286 -4.045
H 2.512 2.007 -5.269
H 1.621 0.577 -5.840
H 1.233 2.201 -6.456
H -1.651 1.480 -4.265
H -1.105 1.838 -5.951
H -0.802 0.247 -5.183
H 0.075 3.926 -4.875
H -0.272 3.405 -3.197
H 1.399 3.649 -3.718
C -0.699 -0.186 5.548
C -0.312 -1.280 4.592
N 0.093 -2.435 5.187
O -0.341 -1.174 3.358
H -1.608 -0.472 6.098
H -0.889 0.719 4.966
H 0.113 -0.002 6.266
H 0.385 -3.202 4.600
H 0.053 -2.553 6.186
*
```

6.
DFT (the ωB97M-V functional and the def2-TZVPD basis) results for a 3-piece molecular cluster, CH5O4 overall.

Calculated values
E_tot   -9310.503 eV
Energy relative to the best compared isomer or geometry (same formula, charge and spin)   0.000 eV
Frontier orbital gap   0.3492 Ha
Maximum force   0.47 eV/A

ORCA input file:
```
! wB97M-V def2-TZVPD RIJCOSX def2/J DEFGRID3
* xyz -1 1
O -1.137 0.852 0.243
C -0.844 0.051 1.162
O 0.275 -0.382 1.506
H -1.704 -0.319 1.775
H 1.471 0.354 0.367
H 1.080 1.229 -0.728
O 1.866 0.732 -0.459
H 0.390 -1.126 -1.453
H -0.910 -0.453 -1.219
O -0.514 -1.127 -1.804
*
```

7.
DFT (the ωB97M-V functional and the def2-TZVPD basis) results for C4H5AlLiO2 as an isolated structure at a distorted geometry.

Calculated values
E_tot   -15105.752 eV
Energy relative to the best compared isomer or geometry (same formula, charge and spin)   0.000 eV
Frontier orbital gap (spin up / spin down)   0.3210 / 0.2006 Ha
Maximum force   12.35 eV/A

ORCA input file:
```
! wB97M-V def2-TZVPD RIJCOSX def2/J DEFGRID3
* xyz 2 2
C -1.238 -0.721 -0.801
C -0.548 -0.917 0.504
C 0.856 -0.539 0.465
C 1.281 0.759 0.273
O 2.509 1.117 0.182
O -2.262 0.023 -0.880
Li -3.330 1.196 -0.061
Al 3.281 2.320 -0.044
H -0.645 -0.885 -1.721
H -1.120 -0.528 1.355
H 1.610 -1.329 0.504
H 0.517 1.555 0.227
H -0.910 -2.053 -0.005
*
```

8.
DFT (the ωB97M-V functional and the def2-TZVPD basis) results for C30H36Cl2N6O4PZr as an isolated structure at a distorted geometry.

Calculated values
E_tot   -84417.407 eV
Energy relative to the best compared isomer or geometry (same formula, charge and spin)   0.726 eV
Frontier orbital gap   0.2840 Ha
Maximum force   2.82 eV/A

ORCA input file:
```
! wB97M-V def2-TZVPD RIJCOSX def2/J DEFGRID3
* xyz 3 1
Zr -0.171 -0.565 -0.716
C 1.318 1.523 -2.712
C 1.870 0.137 -2.907
N 0.705 -0.807 -2.921
C -0.251 -0.654 -3.990
C -1.634 -0.957 -3.516
N -1.920 -0.195 -2.280
C -2.288 1.231 -2.478
C -1.055 2.116 -2.616
N 0.119 1.581 -1.765
H 1.123 1.966 -3.691
H 2.133 2.058 -2.223
H 2.530 -0.201 -2.150
H 2.411 0.031 -3.861
H 1.111 -1.746 -2.836
H -0.051 -1.301 -4.851
H -0.166 0.366 -4.370
H -1.696 -2.013 -3.225
H -2.380 -0.783 -4.285
H -2.722 -0.641 -1.875
H -2.899 1.599 -1.642
H -2.921 1.268 -3.358
H -1.320 3.104 -2.265
H -0.768 2.242 -3.679
H 0.339 2.305 -1.116
N -2.014 -0.961 0.813
C -2.599 0.360 0.921
C -3.938 0.676 0.951
C -4.331 2.061 0.880
C -3.407 3.079 0.860
C -2.053 2.743 0.994
C -1.635 1.433 1.031
P 0.029 0.906 1.477
C -0.289 0.153 3.118
C -0.868 0.838 4.183
C -1.257 0.153 5.284
C -1.042 -1.183 5.375
C -0.357 -1.880 4.404
C 0.054 -1.227 3.244
C 1.247 2.236 1.538
C 1.076 3.343 2.410
C 1.994 4.372 2.443
C 3.088 4.360 1.585
C 3.319 3.249 0.800
C 2.395 2.205 0.768
H -1.537 -1.158 1.702
H -2.758 -1.677 0.691
H -4.692 -0.078 1.000
H -5.376 2.217 0.929
H -3.750 4.120 1.049
H -1.329 3.585 1.156
H -1.061 1.904 4.052
H -1.742 0.658 6.074
H -1.407 -1.656 6.293
H -0.107 -2.938 4.536
H 0.653 -1.792 2.545
H 0.201 3.439 3.062
H 1.879 5.224 3.146
H 3.762 5.224 1.618
H 4.281 3.111 0.271
H 2.683 1.348 0.158
O 1.253 -6.371 1.200
C 0.019 -6.202 0.750
O -0.797 -6.950 1.121
C -0.303 -4.951 -0.102
C -1.594 -4.909 -0.674
N -1.767 -3.640 -1.133
N -0.662 -2.876 -0.963
C 0.222 -3.656 -0.309
C 1.518 -2.958 -0.038
O 2.516 -3.527 0.260
O 1.487 -1.618 -0.242
H 1.972 -5.877 0.804
H -2.367 -5.614 -0.754
H -2.550 -3.198 -1.654
Cl 5.245 0.415 -3.116
C 6.259 0.408 -1.678
Cl 5.343 0.827 -0.168
H 7.021 1.165 -1.836
H 6.656 -0.577 -1.499
*
```

Which value of E_tot does entry 7 give? -15105.752 eV

Which formula does entry 8 have? C30H36Cl2N6O4PZr